1.
Here is an isolated molecule of C6H9NO in a non-equilibrium geometry from the OMol25 dataset. Energies are from ωB97M-V/def2-TZVPD.

```
! wB97M-V def2-TZVPD RIJCOSX def2/J DEFGRID3
* xyz 0 1
C 2.088 -0.641 -0.556
C -1.157 0.075 1.044
C -1.602 0.670 -0.351
C 0.008 -0.937 0.840
C -0.367 0.505 -1.216
C 0.550 -0.412 -0.457
N 2.740 0.392 -0.019
O 2.646 -1.659 -0.958
H -0.876 0.878 1.712
H -1.900 -0.478 1.496
H -2.461 0.203 -0.673
H -1.806 1.783 -0.056
H 0.725 -1.023 1.701
H -0.270 -1.944 0.715
H -0.570 -0.007 -2.109
H 0.147 1.486 -1.514
H 2.105 1.109 0.401
*
```

Kohn-Sham gap: 6.7 eV
strongest force on any atom: 0.09560 hartree/bohr
HOMO: -8.50 eV
ΔE to the lowest compared entry with this formula, charge and spin: 93.12 kcal/mol

2.
Here is a structure of composition C6H9NO in a non-equilibrium geometry from the OMol25 dataset. Energies are from ωB97M-V/def2-TZVPD.

```
! wB97M-V def2-TZVPD RIJCOSX def2/J DEFGRID3
* xyz 0 1
O 2.467 0.033 1.578
C 1.747 0.090 0.619
C 1.059 -1.139 0.072
C -0.001 -0.849 -1.010
C -0.991 0.234 -0.595
C -0.909 1.446 -1.107
C -1.189 0.297 1.383
N -1.905 -0.211 0.428
H 1.532 1.038 0.092
H 0.564 -1.741 0.836
H 1.816 -1.783 -0.385
H -0.617 -1.740 -1.131
H 0.463 -0.613 -1.968
H -0.385 1.696 -2.014
H -1.593 2.202 -0.744
H -1.266 1.341 1.720
H -0.789 -0.300 2.226
*
```

Kohn-Sham gap: 8.0 eV
strongest force on any atom: 0.06869 hartree/bohr
HOMO: -8.58 eV
ΔE to the lowest compared entry with this formula, charge and spin: 105.77 kcal/mol

3.
Here is a structure of composition C6H9NO in a non-equilibrium geometry from the OMol25 dataset. Energies are from ωB97M-V/def2-TZVPD.

```
! wB97M-V def2-TZVPD RIJCOSX def2/J DEFGRID3
* xyz 0 1
C 1.059 0.034 1.362
C 0.784 1.334 1.785
C -0.543 1.257 1.054
C -0.605 -0.617 -0.722
C -0.385 -0.405 -2.193
C -0.064 -1.819 -1.484
H 1.621 2.052 1.302
H 0.777 1.602 2.913
H -0.725 2.264 0.505
H -1.430 0.887 1.863
H -1.666 -0.612 -0.396
H -1.132 -0.639 -2.955
H 0.330 0.260 -2.514
H -0.913 -2.774 -1.434
H 0.972 -2.113 -1.055
N 0.138 0.108 0.139
O 1.782 -0.819 1.830
*
```

Kohn-Sham gap: 9.8 eV
strongest force on any atom: 0.15285 hartree/bohr
HOMO: -8.93 eV
ΔE to the lowest compared entry with this formula, charge and spin: 107.58 kcal/mol

4.
Here is a structure of composition C6H9NO in a non-equilibrium geometry from the OMol25 dataset. Energies are from ωB97M-V/def2-TZVPD.

```
! wB97M-V def2-TZVPD RIJCOSX def2/J DEFGRID3
* xyz 0 1
C 1.246 -1.938 -1.123
C 0.113 -0.731 0.313
C -0.429 -0.226 1.510
C -0.792 1.242 1.112
C -1.462 1.024 -0.201
C -0.021 0.566 -0.576
H 0.306 -1.315 -1.620
H 2.091 -1.285 -1.354
H 1.196 -3.082 -1.390
H -0.118 -0.509 2.578
H -1.282 1.901 1.923
H -2.236 0.348 -0.397
H -1.664 1.984 -0.726
H 0.710 0.466 -1.598
H 1.085 1.783 0.998
N 0.301 1.644 0.349
O 0.956 -1.871 0.204
*
```

Kohn-Sham gap: 8.9 eV
strongest force on any atom: 0.10447 hartree/bohr
HOMO: -7.94 eV
ΔE to the lowest compared entry with this formula, charge and spin: 141.26 kcal/mol

5.
Here is an isolated molecule of C6H9NO2 in a non-equilibrium geometry from the OMol25 dataset. Energies are from ωB97M-V/def2-TZVPD.

```
! wB97M-V def2-TZVPD RIJCOSX def2/J DEFGRID3
* xyz 0 1
C 0.595 1.429 -0.129
C -0.144 0.033 -0.004
N -1.364 -0.215 -0.739
C -0.090 -0.561 1.323
C 0.682 -1.237 0.248
O 0.179 -2.284 -0.580
C 2.095 -1.106 0.143
C 2.882 -0.124 -0.204
O 3.641 0.737 -0.340
H -0.211 2.133 -0.492
H 1.355 1.306 -0.910
H 1.058 1.862 0.678
H -1.541 0.364 -1.590
H -2.141 -0.478 -0.071
H -1.061 -1.273 1.555
H 0.490 -0.101 2.121
H -0.808 -2.089 -0.579
H 2.687 -2.059 0.283
*
```

Kohn-Sham gap: 9.1 eV
strongest force on any atom: 0.09806 hartree/bohr
SMILES string: C[C@]1(N)C[C@]1(O)C=C=O
HOMO: -8.30 eV
ΔE to the lowest compared entry with this formula, charge and spin: 87.31 kcal/mol

6.
Here is an isolated molecule of C6H9NO2 from the OMol25 dataset. Energies are from ωB97M-V/def2-TZVPD.

```
! wB97M-V def2-TZVPD RIJCOSX def2/J DEFGRID3
* xyz 0 1
C -0.842 0.594 -0.519
C 1.810 -0.368 -0.053
C 0.191 1.651 -0.202
C -1.787 -1.428 0.576
N -0.623 -0.601 0.289
C 0.635 -1.157 0.404
C 1.801 0.903 -0.626
O 0.820 -2.269 0.879
O 2.588 1.625 -1.189
H -0.816 0.352 -1.590
H -1.842 0.970 -0.293
H 1.289 1.027 0.571
H 2.736 -0.931 -0.064
H 0.261 2.458 -0.925
H 0.023 2.099 0.788
H -2.541 -0.837 1.098
H -1.480 -2.261 1.202
H -2.225 -1.827 -0.346
*
```

Kohn-Sham gap: 9.7 eV
strongest force on any atom: 0.00896 hartree/bohr
HOMO: -9.25 eV
ΔE to the lowest compared entry with this formula, charge and spin: 86.42 kcal/mol

7.
Here is an isolated molecule of C6H9NO2 in a non-equilibrium geometry from the OMol25 dataset. Energies are from ωB97M-V/def2-TZVPD.

```
! wB97M-V def2-TZVPD RIJCOSX def2/J DEFGRID3
* xyz 0 1
C 0.318 -0.988 3.042
C -0.057 -0.670 1.735
O -0.242 0.563 1.106
C -1.252 0.419 -0.100
C -0.806 1.001 -1.267
C 0.630 1.487 -1.611
N 0.354 0.213 -1.965
C 0.879 -0.946 -1.294
O 0.148 -1.707 -0.637
H 0.777 -0.331 4.067
H 0.610 -2.195 3.026
H -0.454 -1.426 0.981
H -2.159 0.921 0.343
H -1.274 -0.628 -0.523
H -1.559 1.092 -2.029
H 1.458 2.138 -0.911
H 0.717 2.162 -2.550
H 1.911 -1.105 -1.412
*
```

Kohn-Sham gap: 9.2 eV
strongest force on any atom: 0.14327 hartree/bohr
SMILES string: C=COC[C@H]1CN1C=O
HOMO: -8.47 eV
ΔE to the lowest compared entry with this formula, charge and spin: 167.61 kcal/mol

8.
Here is a structure of composition C6H9NO2 in a non-equilibrium geometry from the OMol25 dataset. Energies are from ωB97M-V/def2-TZVPD.

```
! wB97M-V def2-TZVPD RIJCOSX def2/J DEFGRID3
* xyz 0 1
C 0.972 -0.075 0.464
C -2.205 0.121 -1.140
C 0.971 0.409 1.913
C 0.673 1.064 -0.461
O -1.002 0.453 -0.449
O 2.220 -0.659 0.169
N 1.084 1.915 -1.214
C -0.225 -0.949 0.105
C -0.578 -2.163 -0.021
H 2.061 -1.246 -0.590
H 0.483 2.452 -1.833
H -1.954 -0.632 -1.891
H -2.930 -0.237 -0.409
H -2.537 1.057 -1.595
H 1.825 1.070 2.079
H 0.043 0.931 2.152
H 1.063 -0.479 2.540
H 0.037 -3.033 0.179
*
```

Kohn-Sham gap: 8.0 eV
strongest force on any atom: 0.03956 hartree/bohr
HOMO: -7.50 eV
ΔE to the lowest compared entry with this formula, charge and spin: 151.16 kcal/mol